Formula: C16H12NNaO
Source: the OMol25 dataset
Level of theory: the ωB97M-V functional and the def2-TZVPD basis

HOMO-LUMO gap ... 4.13 eV
Multiplicity ... 1
HOMO ... -5.644 eV
DFT total energy ... -909.141598 Ha

```
31
Properties=species:S:1:pos:R:3:forces:R:3:nbo_charge:R:1
C 3.053 4.517 -2.406 -0.066 -0.074 0.156 -0.230
C 3.219 3.391 -3.235 -0.306 0.131 0.685 -0.199
C 2.692 2.160 -2.833 -0.053 0.308 0.151 -0.226
C 2.001 2.057 -1.625 -0.045 0.203 0.094 0.153
N 1.435 0.803 -1.297 -0.555 -0.939 0.883 -0.578
C 0.899 0.462 -0.251 0.274 1.595 0.478 0.920
O 0.416 0.248 0.796 0.707 0.416 -1.258 -0.496
C 1.857 3.165 -0.781 0.148 0.255 -0.219 -0.248
C 2.381 4.402 -1.176 0.054 -0.409 -0.212 -0.197
H 3.449 5.494 -2.706 -0.141 -0.473 0.070 0.216
H 3.751 3.473 -4.181 -0.116 0.007 0.206 0.218
H 2.782 1.254 -3.421 0.063 0.191 -0.106 0.227
H 1.329 3.059 0.173 0.168 0.055 -0.368 0.220
H 2.254 5.261 -0.504 0.128 -0.339 -0.450 0.218
C -2.392 -2.727 -0.675 0.089 0.058 0.594 -0.357
Na -0.584 -4.189 3.400 -0.458 0.788 -0.556 0.979
C -1.022 -2.611 -1.054 -0.915 0.390 1.372 -0.239
C -0.292 -2.206 0.102 -0.204 -0.789 -0.356 -0.410
C -1.183 -2.076 1.211 0.934 -0.391 -1.051 -0.066
C -2.496 -2.426 0.742 -0.215 -0.702 -1.350 -0.132
C -3.540 -2.535 1.679 0.541 0.146 0.178 -0.181
C -3.279 -2.220 3.018 -1.364 -0.529 -0.311 -0.334
C -2.041 -1.702 3.430 0.551 0.041 0.598 -0.353
C -0.986 -1.623 2.527 0.000 0.072 0.190 -0.337
H -3.235 -3.029 -1.309 0.505 0.162 0.295 0.202
H -0.630 -2.750 -2.069 -0.116 -0.001 0.589 0.208
H 0.776 -2.061 0.166 0.020 -0.011 -0.143 0.187
H -4.517 -2.859 1.323 0.072 0.052 0.355 0.207
H -4.092 -2.341 3.745 0.351 0.210 -0.249 0.203
H -1.938 -1.298 4.448 -0.017 -0.187 -0.465 0.207
H -0.066 -1.093 2.764 -0.036 -0.236 0.202 0.217
```
Positions in Å, forces in eV/Å.


Formula: C16H12NO6RhS3
Source: the OMol25 dataset
Level of theory: the ωB97M-V functional and the def2-TZVPD basis

Energy relative to the best compared isomer or geometry (same formula, charge and spin) ... 336.52 kJ/mol
HOMO-LUMO gap ... 7.18 eV
Multiplicity ... 1
HOMO ... -7.720 eV
DFT total energy ... -2428.124027 Ha

```
39
Properties=species:S:1:pos:R:3:forces:R:3:nbo_charge:R:1
Rh 0.618 0.402 -1.297 -0.294 -1.039 0.285 1.042
C 1.032 -0.600 1.880 -0.062 -0.071 -0.044 -0.658
C 0.543 0.798 1.694 0.203 0.118 0.058 0.287
C 0.019 1.459 2.832 0.062 -0.039 0.004 -0.256
C -0.390 2.748 2.759 -0.009 0.063 0.016 -0.118
C -0.269 3.443 1.536 0.010 0.026 0.033 -0.012
C -0.626 4.802 1.395 -0.006 -0.004 0.005 -0.231
C -0.473 5.422 0.186 0.026 -0.033 -0.026 -0.182
C 0.013 4.709 -0.923 -0.025 0.045 0.034 -0.214
C 0.353 3.382 -0.815 0.022 -0.050 -0.070 -0.171
S 0.967 2.457 -2.152 -0.399 -0.146 -0.363 0.073
C 0.231 2.733 0.431 0.039 -0.117 0.032 0.124
N 0.623 1.405 0.525 0.168 0.152 -0.022 -0.387
H 1.409 -0.718 2.895 -0.015 0.008 0.001 0.225
H 1.811 -0.853 1.171 0.024 0.009 -0.003 0.250
H 0.207 -1.303 1.745 0.038 -0.028 -0.034 0.242
H -0.030 0.906 3.760 -0.012 -0.006 -0.005 0.224
H -0.791 3.259 3.626 -0.004 -0.003 -0.005 0.221
H -1.021 5.330 2.252 0.011 0.004 0.004 0.215
H -0.740 6.464 0.071 -0.004 0.002 0.000 0.220
H 0.113 5.202 -1.881 -0.017 -0.004 -0.004 0.226
O 2.577 -0.250 -1.860 0.270 0.067 0.139 -0.963
S 2.679 -1.739 -1.831 0.138 0.173 -0.047 1.755
O 2.274 -2.394 -3.043 -0.007 -0.020 0.021 -0.890
O 1.070 -1.771 -0.768 -0.314 0.021 0.389 -0.837
C 0.252 -2.839 -0.766 0.107 0.106 -0.161 0.423
C 0.530 -3.959 0.009 0.022 -0.043 -0.017 -0.288
C -0.345 -5.035 0.003 0.006 0.014 -0.009 -0.161
C -1.497 -5.018 -0.773 0.007 -0.001 -0.012 -0.239
C -1.770 -3.909 -1.558 0.021 -0.011 -0.010 -0.156
C -0.900 -2.827 -1.548 0.038 -0.062 0.007 -0.413
S -1.389 -1.445 -2.539 -0.245 0.056 0.021 1.566
O -0.178 -0.681 -2.964 0.474 0.399 -0.249 -0.899
O -2.102 -0.529 -1.421 -0.031 0.223 -0.189 -0.487
O -1.287 0.562 -0.891 -0.233 0.195 0.209 -0.427
H 1.432 -3.967 0.607 -0.006 -0.007 0.007 0.228
H -0.122 -5.902 0.612 0.000 -0.003 0.000 0.220
H -2.169 -5.864 -0.774 -0.001 -0.001 -0.001 0.223
H -2.655 -3.880 -2.184 -0.005 0.004 0.005 0.225
```
Positions in Å, forces in eV/Å.


Formula: C16H13AgNSTe
Source: the OMol25 dataset
Level of theory: the ωB97M-V functional and the def2-TZVPD basis

Energy relative to the best compared isomer or geometry (same formula, charge and spin) ... 0.00 kJ/mol
HOMO-LUMO gap ... 6.68 eV
Multiplicity ... 1
HOMO ... -3.772 eV
DFT total energy ... -1485.546792 Ha
Charge ... -1

```
33
Properties=species:S:1:pos:R:3:forces:R:3:nbo_charge:R:1
Ag -1.083 -0.498 0.522 -0.160 -0.107 -0.138 0.564
C 2.207 0.623 1.829 -0.048 -0.029 -0.097 -0.657
C 2.302 -0.626 1.003 -0.363 -0.045 0.111 0.239
C 3.481 -0.974 0.316 0.242 -0.128 -0.138 -0.278
C 3.519 -2.139 -0.395 -0.041 0.133 0.069 -0.147
C 2.392 -2.986 -0.422 -0.185 0.088 0.201 -0.021
C 2.406 -4.230 -1.086 -0.058 -0.122 -0.094 -0.273
C 1.296 -5.029 -1.024 0.246 -0.054 -0.122 -0.196
C 0.144 -4.616 -0.345 -0.016 0.295 0.153 -0.264
C 0.052 -3.381 0.284 0.087 -0.290 -0.154 -0.124
S -1.440 -2.921 1.038 -0.271 0.437 0.169 -0.435
C 1.231 -2.551 0.278 0.298 -0.253 -0.168 0.094
N 1.221 -1.376 0.956 0.352 -0.004 0.010 -0.462
H 3.136 1.193 1.819 0.017 -0.013 0.011 0.199
H 1.950 0.359 2.856 0.023 0.040 0.013 0.222
H 1.401 1.245 1.432 0.029 0.048 0.041 0.260
H 4.343 -0.320 0.361 -0.019 0.017 0.004 0.207
H 4.410 -2.435 -0.937 0.013 0.009 0.009 0.199
H 3.292 -4.524 -1.635 -0.002 -0.038 0.031 0.195
H 1.302 -5.992 -1.524 -0.021 0.004 0.020 0.198
H -0.726 -5.259 -0.316 -0.011 -0.002 -0.048 0.213
Te -0.520 1.642 -0.989 -0.036 -0.047 0.095 -0.346
C -2.098 2.993 -0.625 -0.046 0.066 0.008 -0.212
C -1.897 4.359 -0.824 0.070 -0.008 -0.044 -0.258
C -2.915 5.276 -0.605 -0.061 0.018 0.024 -0.217
C -4.164 4.845 -0.178 -0.016 0.032 0.006 -0.256
C -4.381 3.488 0.021 -0.009 0.080 -0.011 -0.204
C -3.360 2.576 -0.203 -0.008 -0.120 0.036 -0.256
H -0.923 4.703 -1.152 -0.020 0.032 0.014 0.208
H -2.734 6.333 -0.761 0.023 -0.009 -0.012 0.197
H -4.958 5.561 0.001 -0.003 -0.009 -0.007 0.197
H -5.353 3.142 0.352 0.017 -0.035 0.004 0.199
H -3.535 1.518 -0.046 -0.023 0.013 0.004 0.217
```
Positions in Å, forces in eV/Å.


Formula: C16H13As2Cl3CuF36O3Pt
Source: the OMol25 dataset
Level of theory: the ωB97M-V functional and the def2-TZVPD basis

Energy relative to the best compared isomer or geometry (same formula, charge and spin) ... 0.00 kJ/mol
HOMO-LUMO gap (alpha / beta) ... 6.75 / 4.80 eV
Multiplicity ... 3
HOMO (alpha / beta) ... -12.717 / -12.705 eV
DFT total energy ... -12050.099405 Ha
Charge ... +1

```
75
Properties=species:S:1:pos:R:3:forces:R:3:mulliken_spin:R:1
Pt 0.421 1.148 2.758 0.423 -0.024 0.389 1.816
Cu 2.109 -1.984 -1.139 -0.724 -0.394 -3.692 0.001
As -1.149 -1.156 0.264 0.192 -1.688 -1.960 -0.016
F -2.744 -1.439 0.837 0.363 0.422 0.063 0.005
F -0.829 -0.003 1.624 -0.791 -0.093 0.015 0.058
F 0.513 -0.816 -0.234 -0.850 0.658 0.272 0.002
F -1.259 -2.270 -1.039 -0.282 0.332 0.095 0.001
F -1.673 0.210 -0.674 0.131 -0.591 0.698 0.001
F -0.550 -2.434 1.278 -0.119 0.779 0.002 0.000
As 3.339 -1.252 1.954 4.161 -0.365 0.809 0.001
F 4.182 -0.537 3.292 -0.879 -0.229 -0.412 0.001
F 1.849 -0.326 2.441 -0.913 0.381 0.428 0.024
F 2.448 -1.893 0.593 0.679 0.011 3.196 0.001
F 4.774 -2.062 1.424 -1.010 0.174 0.172 0.000
F 2.785 -2.571 2.945 0.018 1.111 -0.889 0.003
F 3.764 0.161 0.989 -0.888 -0.857 0.414 0.001
C -2.426 1.635 4.239 -1.052 0.285 0.282 -0.011
C -2.477 2.352 2.899 -1.243 -0.434 1.368 0.012
C -3.319 3.639 2.933 0.251 0.998 -0.689 0.005
F -4.524 3.445 3.485 0.205 -0.614 0.190 0.001
F -2.654 4.558 3.670 0.031 -0.172 0.040 0.000
F -1.143 2.713 2.619 0.196 0.428 -0.604 0.030
F -2.931 1.559 1.932 0.420 0.192 0.030 0.001
O -1.351 0.695 4.169 0.357 -0.248 0.658 0.052
C -1.547 -0.617 4.675 0.261 -1.043 -0.193 0.001
C -1.833 -0.666 6.209 0.400 0.871 0.385 0.005
F -2.939 0.059 6.522 -0.048 -0.165 -0.401 0.000
F -1.981 -1.905 6.671 -0.009 0.059 -0.586 0.001
F -2.469 -1.237 3.933 0.386 0.344 0.445 0.001
F -0.338 -1.204 4.496 -0.752 0.308 -0.079 0.000
H -3.394 1.178 4.456 0.140 -0.467 -0.556 0.003
H -2.334 2.303 5.097 0.662 0.289 -0.293 0.001
H -3.464 4.011 1.915 0.101 0.012 -0.008 0.000
H -0.980 -0.176 6.693 0.005 -0.211 0.055 0.000
C 0.656 -4.592 -3.600 0.806 -0.452 -0.851 0.000
C -0.137 -3.515 -4.320 0.740 -0.299 0.470 0.000
C 0.666 -2.199 -4.531 0.650 -0.304 0.075 0.000
F 1.097 -1.688 -3.320 -0.621 0.042 0.052 0.000
F 1.829 -2.470 -5.178 -0.638 -0.117 -0.256 0.000
F -0.418 -4.055 -5.530 -0.115 0.440 -0.141 0.000
F -1.288 -3.233 -3.687 -0.112 0.222 -0.010 0.000
O 1.106 -4.145 -2.336 -0.417 -0.370 0.981 0.000
C 1.154 -5.001 -1.231 0.508 0.544 -1.430 0.000
C -0.188 -5.537 -0.758 -1.369 -0.328 0.677 0.000
F -0.818 -6.298 -1.702 0.593 0.437 0.081 0.000
F -0.035 -6.329 0.332 0.360 0.384 -0.340 0.000
F 2.035 -5.988 -1.418 -0.067 -0.042 -0.086 0.000
F 1.651 -4.161 -0.302 -0.040 -0.438 0.841 0.000
H 1.540 -4.767 -4.223 -0.061 -0.026 0.040 0.000
H 0.101 -5.528 -3.593 -0.231 0.215 0.261 0.000
H 0.082 -1.446 -5.061 0.089 0.073 0.061 0.000
H -0.835 -4.693 -0.493 0.075 -0.085 -0.101 0.000
C 2.899 4.095 -2.202 -0.230 -0.058 0.150 0.000
C 3.245 4.591 -0.798 -0.272 -0.028 -1.060 -0.001
C 4.294 5.704 -0.820 0.628 0.832 1.072 0.000
F 5.414 5.284 -1.453 -0.353 -0.012 -0.318 0.000
F 3.818 6.838 -1.398 -0.086 -0.597 -0.525 0.000
F 2.129 5.107 -0.220 0.064 -0.153 0.292 0.000
F 3.713 3.579 -0.025 -0.167 0.147 0.093 0.000
O 1.718 3.291 -2.127 -0.309 -0.547 -0.068 0.001
C 1.244 2.900 -3.359 0.258 -0.298 0.984 0.000
C 0.080 1.917 -3.152 -1.876 0.986 0.811 0.000
F -0.578 1.586 -4.297 1.083 -0.252 -0.081 0.000
F 0.440 0.808 -2.475 0.336 0.231 -0.523 0.000
F 0.766 3.987 -3.992 0.119 -0.149 -0.661 0.000
F 2.226 2.324 -4.077 -0.023 0.219 -0.483 0.000
H 3.700 3.475 -2.598 0.242 0.338 0.011 0.000
H 2.685 4.966 -2.823 0.277 0.009 -0.075 0.000
H 4.580 6.020 0.189 -0.098 -0.453 0.110 0.000
H -0.689 2.465 -2.585 0.389 -0.213 0.298 0.000
C -5.073 0.267 -0.849 -0.264 -0.150 -0.803 0.000
Cl -4.624 1.986 -0.935 0.050 -0.195 0.247 0.000
Cl -4.919 -0.450 -2.467 0.179 0.026 0.122 0.000
Cl -6.738 0.076 -0.314 0.115 0.082 0.285 0.000
H -4.404 -0.287 -0.204 -0.027 0.283 0.154 0.000
```
Positions in Å, forces in eV/Å.


Formula: C16H13Cl2NO4RuS2
Source: the OMol25 dataset
Level of theory: the ωB97M-V functional and the def2-TZVPD basis

HOMO-LUMO gap (alpha / beta) ... 6.71 / 5.28 eV
Multiplicity ... 5
HOMO (alpha / beta) ... -8.226 / -8.107 eV
DFT total energy ... -2784.857368 Ha

```
39
Properties=species:S:1:pos:R:3:forces:R:3:nbo_charge:R:1
Ru -0.381 -0.352 -0.427 0.406 -1.051 -0.092 1.195
O 2.595 -0.121 2.223 -0.382 0.199 -0.440 -0.563
C 2.209 0.008 1.080 2.042 -0.681 0.533 0.765
O 1.001 0.352 0.779 -2.411 0.141 -1.120 -0.669
C 3.196 -0.143 -0.057 -0.150 -0.057 0.043 -0.105
C 4.518 0.166 0.254 -0.057 -0.020 -0.076 -0.167
C 5.521 0.060 -0.690 -0.088 0.003 -0.051 -0.208
C 5.209 -0.359 -1.978 0.082 0.031 0.108 -0.190
C 3.906 -0.674 -2.303 -0.256 -0.025 0.078 -0.218
C 2.882 -0.582 -1.351 0.324 0.289 0.242 -0.200
S 1.307 -1.140 -1.879 -0.930 0.167 0.516 0.051
H 4.735 0.493 1.259 0.009 -0.028 0.085 0.241
H 6.538 0.301 -0.423 0.104 0.035 -0.003 0.220
H 5.988 -0.445 -2.722 0.013 -0.014 -0.073 0.220
H 3.657 -1.009 -3.298 -0.003 -0.065 -0.127 0.223
Cl -1.820 1.317 1.118 -0.134 0.618 -0.282 0.063
C -2.216 0.478 2.568 -0.187 -0.737 0.772 -0.066
C -2.705 1.204 3.640 -0.042 0.048 -0.091 -0.216
C -3.165 0.538 4.764 0.040 -0.007 -0.140 -0.212
C -3.124 -0.847 4.813 0.077 0.013 -0.088 -0.197
C -2.564 -1.560 3.770 0.068 0.620 -0.219 -0.060
Cl -2.455 -3.266 3.873 -0.041 -0.398 0.120 0.048
C -2.081 -0.916 2.613 0.048 0.239 0.010 -0.214
S -1.394 -1.876 1.346 0.487 0.334 -0.998 -0.033
H -2.733 2.281 3.577 -0.073 0.095 0.015 0.228
H -3.569 1.092 5.597 -0.024 0.072 0.041 0.225
H -3.519 -1.384 5.658 0.015 -0.058 0.154 0.231
N -0.936 1.640 -1.928 0.348 -0.189 0.483 -0.823
C -2.122 1.348 -2.738 -0.358 0.050 -0.376 -0.225
C -1.897 0.105 -3.595 -0.232 -0.508 0.516 -0.535
C -2.153 -1.215 -2.811 -0.464 1.089 -2.911 0.800
O -2.734 -2.126 -3.352 0.188 -0.065 0.496 -0.574
O -1.731 -1.204 -1.606 1.256 -0.032 2.765 -0.679
H -1.067 2.480 -1.370 0.064 -0.077 -0.109 0.388
H -0.144 1.798 -2.548 0.014 -0.009 0.215 0.389
H -2.370 2.201 -3.387 0.066 -0.155 0.151 0.192
H -2.970 1.192 -2.063 0.096 0.038 -0.061 0.209
H -0.860 0.071 -3.940 0.018 0.066 -0.121 0.222
H -2.554 0.094 -4.463 0.069 0.031 0.036 0.244
```
Positions in Å, forces in eV/Å.